This record from the OMol25 dataset describes a molecular structure, C5H5O7Tl. The level of theory is ωB97M-V with the def2-TZVPD basis set.

Computed properties:
LUMO = -0.0245 Eh
Frontier orbital gap = 8.84 eV

ORCA input file:
```
! wB97M-V def2-TZVPD RIJCOSX def2/J DEFGRID3
* xyz 0 1
O 0.993 -3.190 2.190
C -1.214 0.651 0.581
O -0.676 1.268 -3.898
H 0.568 0.102 -0.515
H -1.507 1.570 1.102
C -0.045 0.014 2.605
Tl 1.331 1.817 -5.430
O 1.167 1.458 -2.696
O -0.759 -0.300 1.539
H -2.100 0.203 0.118
H 0.400 1.854 -0.214
O 1.475 -5.398 1.462
O 0.827 0.841 2.747
H -0.697 0.095 3.531
C 1.279 -4.323 1.842
C -0.147 0.934 -0.462
C -0.076 1.319 -2.798
O -0.820 1.086 -1.702
*
```